Record 1
C57H51BF3GeNaP3Si | ωB97M-V/def2-TZVPD

Summary:
orbital gap: 0.188 Ha
energy above the lowest of the compared OMol25 structures with the same formula, charge and spin: 0.0 kcal/mol
E_LUMO: 2.11 eV
largest force on an atom: 0.95 eV/A
calculated total energy: -165446.5208 eV
net charge: -1
molecular weight: 1020.4 g/mol

```
118
Properties=species:S:1:pos:R:3:lowdin_charge:R:1
Na 1.41 0.58 -1.23 0.1255
F 0.05 -0.57 -0.27 -0.3654
Ge -1.62 -0.28 0.20 1.0028
C -1.64 -0.39 2.17 -0.2431
C -2.79 -0.93 2.76 -0.1095
C -2.92 -1.06 4.13 -0.0839
C -1.88 -0.65 4.95 -0.0771
C -0.73 -0.12 4.39 -0.0962
C -0.58 0.00 3.01 -0.3540
P 0.99 0.65 2.26 1.1566
C 2.15 -0.72 2.69 -0.3371
C 2.78 -1.39 1.65 -0.0826
C 3.74 -2.36 1.91 -0.0773
C 4.07 -2.69 3.21 -0.0948
C 3.43 -2.04 4.26 -0.0876
C 2.49 -1.06 4.00 -0.0983
C 1.44 1.92 3.50 -0.3724
C 0.47 2.82 3.93 -0.1153
C 0.80 3.88 4.76 -0.0888
C 2.11 4.06 5.17 -0.1029
C 3.09 3.18 4.73 -0.0863
C 2.76 2.13 3.89 -0.0903
C -2.64 -1.86 -0.47 -0.2360
C -3.99 -1.92 -0.08 -0.1553
C -4.85 -2.94 -0.46 -0.0794
C -4.36 -3.95 -1.27 -0.0746
C -3.03 -3.94 -1.64 -0.0739
C -2.15 -2.92 -1.26 -0.3429
P -0.38 -3.06 -1.80 1.1318
C 0.31 -3.92 -0.33 -0.3657
C -0.27 -3.87 0.94 -0.0780
C 0.36 -4.45 2.03 -0.0766
C 1.56 -5.12 1.87 -0.1014
C 2.15 -5.18 0.61 -0.0991
C 1.54 -4.56 -0.47 -0.1199
C -0.54 -4.44 -3.01 -0.3928
C -0.88 -4.06 -4.30 -0.0949
C -1.03 -5.01 -5.30 -0.0775
C -0.82 -6.35 -5.02 -0.0984
C -0.48 -6.74 -3.74 -0.0900
C -0.34 -5.79 -2.73 -0.0999
C -2.24 1.30 -0.82 -0.2270
C -3.62 1.16 -1.05 -0.1305
C -4.34 1.92 -1.95 -0.0803
C -3.66 2.86 -2.71 -0.0774
C -2.32 3.06 -2.46 -0.1600
C -1.58 2.36 -1.48 -0.3452
P -0.04 3.47 -1.37 1.1340
C -0.92 4.74 -0.34 -0.3773
C -0.61 6.08 -0.58 -0.0991
C -1.16 7.09 0.20 -0.0949
C -2.04 6.78 1.22 -0.1060
C -2.37 5.45 1.46 -0.0913
C -1.81 4.44 0.68 -0.0943
C 1.43 3.20 -0.32 -0.3896
C 1.57 3.84 0.86 -0.1235
C 2.85 4.33 1.33 -0.0970
C 3.96 4.19 0.58 -0.0763
C 4.06 3.30 -0.55 -0.0608
C 2.62 2.70 -1.04 -0.1472
H -3.60 -1.28 2.14 0.0633
H -3.82 -1.48 4.55 0.1007
H -1.97 -0.73 6.03 0.1022
H 0.06 0.21 5.04 0.0949
H 2.55 -1.14 0.63 0.0958
H 4.23 -2.85 1.08 0.1075
H 4.83 -3.44 3.41 0.0979
H 3.69 -2.28 5.29 0.0965
H 2.04 -0.53 4.84 0.0921
H -0.56 2.70 3.61 0.1054
H 0.03 4.58 5.08 0.0983
H 2.38 4.89 5.82 0.0948
H 4.12 3.33 5.02 0.1019
H 3.53 1.47 3.51 0.1083
H -4.41 -1.16 0.56 0.0738
H -5.88 -2.93 -0.13 0.1028
H -5.01 -4.76 -1.59 0.1032
H -2.67 -4.74 -2.26 0.0919
H -1.22 -3.38 1.09 0.0887
H -0.10 -4.38 3.01 0.1033
H 2.05 -5.57 2.72 0.0995
H 3.09 -5.69 0.48 0.1024
H 2.02 -4.59 -1.44 0.1108
H -1.03 -3.01 -4.53 0.0840
H -1.29 -4.69 -6.31 0.1027
H -0.92 -7.09 -5.81 0.0956
H -0.32 -7.78 -3.51 0.0977
H -0.10 -6.11 -1.73 0.0998
H -4.17 0.40 -0.52 0.0605
H -5.40 1.75 -2.08 0.1013
H -4.16 3.43 -3.48 0.1048
H -1.80 3.82 -3.04 0.0832
H 0.09 6.33 -1.37 0.1023
H -0.90 8.12 0.00 0.0957
H -2.47 7.56 1.83 0.0926
H -3.06 5.19 2.26 0.0967
H -2.08 3.41 0.88 0.0974
H 0.70 4.18 1.41 0.0867
H 2.85 4.97 2.21 0.0919
H 4.84 4.79 0.83 0.1029
H 4.73 3.59 -1.35 0.1186
H 2.52 2.68 -2.13 0.1033
F 3.48 1.33 0.97 0.0833
B 3.71 1.77 -0.36 -0.9398
F 4.33 0.76 -1.11 0.0937
C -1.22 -0.22 -4.38 -0.2880
Si 0.60 0.25 -3.94 0.4941
C 0.91 1.67 -5.21 -0.2977
C 1.61 -1.16 -4.77 -0.3004
H -1.33 -0.59 -5.41 0.0093
H -1.87 0.66 -4.27 -0.0063
H -1.63 -0.99 -3.70 -0.0299
H 0.65 1.38 -6.23 0.0053
H 1.96 1.97 -5.19 0.0001
H 0.32 2.56 -4.94 -0.0108
H 1.28 -1.39 -5.80 0.0068
H 1.58 -2.09 -4.20 -0.0279
H 2.66 -0.87 -4.83 0.0008
```

---

Record 2
C44H103N6O11 | ωB97M-V/def2-TZVPD

Summary:
orbital gap (spin up / spin down): 0.338 / 0.311 Ha
spin multiplicity: 2
E_LUMO (spin up / spin down): 0.64 / -0.09 eV
largest force on an atom: 3.93 eV/A
calculated total energy: -78751.5806 eV
net charge: 0
molecular weight: 892.3 g/mol

```
164
Properties=species:S:1:pos:R:3:lowdin_spin:R:1
C 1.34 -1.19 5.54 0.0000
C 0.04 -1.18 4.66 0.0000
C 0.29 -2.02 3.34 0.0006
C 1.19 -1.24 2.32 0.0043
C 0.26 -0.25 1.56 0.0004
C 0.97 0.72 0.56 0.0006
C 2.27 0.14 -0.10 -0.0003
C 3.62 0.64 0.50 0.0289
C 4.61 -0.59 0.50 0.0020
C 4.24 1.68 -0.49 0.0131
N 3.54 1.11 1.91 0.3103
O 4.71 1.66 2.16 0.5896
C 2.52 2.18 2.13 0.0271
C 3.08 3.64 2.14 0.0061
C 1.96 1.94 3.58 0.0046
C 1.30 2.13 1.15 0.0044
H 1.02 -1.14 6.60 0.0000
H 1.91 -2.11 5.34 0.0000
H 1.99 -0.32 5.33 0.0001
H -0.80 -1.61 5.21 0.0000
H -0.20 -0.14 4.37 0.0000
H 0.72 -3.02 3.56 0.0000
H -0.72 -2.20 2.91 0.0002
H 2.04 -0.76 2.84 0.0033
H 1.52 -2.00 1.59 0.0000
H -0.47 -0.85 0.99 0.0000
H -0.33 0.33 2.30 0.0000
H 0.26 0.90 -0.27 0.0002
H 2.26 0.48 -1.16 0.0000
H 2.17 -0.96 -0.14 -0.0001
H 5.17 -0.66 1.45 -0.0008
H 5.35 -0.53 -0.32 -0.0001
H 4.08 -1.56 0.38 0.0000
H 4.21 1.21 -1.50 0.0002
H 5.32 1.85 -0.30 0.0028
H 3.68 2.62 -0.51 0.0003
H 3.58 3.95 1.22 0.0022
H 2.19 4.30 2.25 -0.0001
H 3.70 3.85 3.03 -0.0004
H 1.22 1.12 3.62 0.0001
H 1.63 2.87 4.07 0.0001
H 2.84 1.59 4.17 -0.0005
H 0.41 2.45 1.73 0.0006
H 1.40 2.89 0.35 0.0000
C 7.48 4.53 8.21 0.0000
O 6.38 4.67 9.10 0.0000
C 5.93 6.01 9.25 0.0000
C 4.53 6.17 8.67 0.0000
N 4.55 6.06 7.22 0.0000
C 3.22 5.97 6.62 0.0000
C 2.39 4.73 6.92 0.0000
O 2.92 3.53 6.38 0.0000
C 3.87 2.87 7.20 0.0000
H 7.80 3.49 8.24 0.0000
H 7.19 4.78 7.19 0.0000
H 8.31 5.17 8.53 0.0000
H 6.63 6.72 8.79 0.0000
H 5.90 6.22 10.32 0.0000
H 4.14 7.15 8.95 0.0000
H 3.90 5.40 9.13 0.0000
H 5.07 5.23 6.96 0.0000
H 3.37 6.02 5.53 0.0000
H 2.65 6.86 6.90 0.0000
H 1.42 4.86 6.44 0.0000
H 2.18 4.61 7.99 0.0000
H 3.67 3.02 8.26 0.0000
H 4.88 3.19 6.96 0.0000
H 3.81 1.80 6.98 0.0000
C -6.15 -1.23 2.57 0.0000
O -5.40 -2.41 2.38 0.0000
C -4.07 -2.33 2.90 0.0000
C -3.92 -3.32 4.06 0.0000
N -4.69 -2.89 5.22 0.0000
C -4.77 -3.89 6.28 0.0000
C -5.54 -5.17 5.97 0.0000
O -6.93 -4.97 5.77 0.0000
C -7.30 -4.65 4.44 0.0000
H -7.10 -1.34 2.06 0.0000
H -6.35 -1.06 3.64 0.0000
H -5.63 -0.36 2.15 0.0000
H -3.81 -1.32 3.21 0.0000
H -3.39 -2.63 2.10 0.0000
H -2.86 -3.39 4.33 0.0000
H -4.25 -4.30 3.70 0.0000
H -5.63 -2.66 4.92 0.0000
H -5.26 -3.40 7.13 0.0000
H -3.76 -4.15 6.60 0.0000
H -5.46 -5.82 6.84 0.0000
H -5.11 -5.73 5.13 0.0000
H -6.64 -5.11 3.70 0.0000
H -7.32 -3.56 4.30 0.0000
H -8.31 -5.01 4.27 0.0000
C -9.22 -3.33 -0.45 0.0000
O -10.46 -3.62 0.18 0.0000
C -10.57 -3.07 1.49 0.0000
C -11.65 -2.00 1.52 0.0000
N -11.24 -0.82 0.77 0.0000
C -12.31 0.16 0.57 0.0000
C -13.49 -0.26 -0.31 0.0000
O -13.14 -0.45 -1.68 0.0000
C -12.68 -1.76 -2.00 0.0000
H -9.20 -3.87 -1.39 0.0000
H -9.13 -2.26 -0.65 0.0000
H -8.38 -3.67 0.17 0.0000
H -9.61 -2.67 1.85 0.0000
H -10.86 -3.88 2.16 0.0000
H -11.85 -1.72 2.56 0.0000
H -12.57 -2.44 1.10 0.0000
H -10.90 -1.11 -0.13 0.0000
H -11.85 1.04 0.11 0.0000
H -12.69 0.47 1.55 0.0000
H -14.21 0.56 -0.30 0.0000
H -14.02 -1.14 0.08 0.0000
H -13.14 -2.53 -1.38 0.0000
H -11.59 -1.81 -1.92 0.0000
H -12.95 -1.96 -3.04 0.0000
C 0.81 4.00 -4.69 0.0000
O 2.06 3.33 -4.59 0.0000
C 2.03 2.22 -3.70 0.0000
C 2.25 0.93 -4.47 0.0000
N 1.09 0.62 -5.30 0.0000
C 1.31 -0.49 -6.24 0.0000
C 2.33 -0.27 -7.36 0.0000
O 1.94 0.71 -8.31 0.0000
C 2.30 2.04 -7.98 0.0000
H 0.95 4.88 -5.32 0.0000
H 0.06 3.36 -5.16 0.0000
H 0.46 4.32 -3.71 0.0000
H 1.11 2.19 -3.12 0.0000
H 2.87 2.35 -3.01 0.0000
H 2.41 0.11 -3.76 0.0000
H 3.15 1.04 -5.08 0.0000
H 0.84 1.44 -5.84 0.0000
H 0.34 -0.70 -6.71 0.0000
H 1.59 -1.38 -5.67 0.0000
H 2.41 -1.20 -7.91 0.0000
H 3.34 -0.06 -6.98 0.0000
H 3.23 2.09 -7.40 0.0000
H 1.50 2.54 -7.43 0.0000
H 2.45 2.59 -8.91 0.0000
C 7.12 -0.92 -12.61 0.0000
O 6.98 -2.29 -12.29 0.0000
C 8.14 -2.85 -11.68 0.0000
C 7.84 -3.24 -10.24 0.0000
N 7.65 -2.05 -9.40 0.0000
C 7.14 -2.35 -8.07 0.0000
C 5.73 -2.92 -7.96 0.0000
O 4.71 -2.01 -8.36 0.0000
C 4.41 -2.02 -9.75 0.0000
H 6.23 -0.61 -13.15 0.0000
H 7.22 -0.30 -11.71 0.0000
H 7.99 -0.76 -13.26 0.0000
H 8.99 -2.17 -11.73 0.0000
H 8.39 -3.75 -12.24 0.0000
H 8.67 -3.83 -9.84 0.0000
H 6.94 -3.87 -10.24 0.0000
H 7.00 -1.43 -9.86 0.0000
H 7.16 -1.41 -7.51 0.0000
H 7.84 -3.03 -7.56 0.0000
H 5.54 -3.13 -6.91 0.0000
H 5.62 -3.88 -8.48 0.0000
H 4.55 -3.01 -10.19 0.0000
H 5.01 -1.28 -10.28 0.0000
H 3.36 -1.74 -9.86 0.0000
```

---

Record 3
C19H19N3S | ωB97M-V/def2-TZVPD

Summary:
orbital gap: 0.230 Ha
energy above the lowest of the compared OMol25 structures with the same formula, charge and spin: 21.6 kcal/mol
E_LUMO: -1.46 eV
largest force on an atom: 3.71 eV/A
calculated total energy: -35314.8358 eV
net charge: 0
molecular weight: 321.4 g/mol

```
42
Properties=species:S:1:pos:R:3:lowdin_charge:R:1
S -1.60 2.65 -1.45 0.6742
C -1.31 4.26 -1.41 -0.8957
N -1.12 5.44 -1.41 0.0196
C 4.06 -1.54 -4.03 -0.0802
N 3.66 -1.81 -2.67 -0.2550
C 4.25 -3.01 -2.11 -0.0819
C 2.72 -1.03 -1.99 -0.2467
C 1.35 -1.37 -2.00 0.0088
C 0.43 -0.61 -1.30 -0.0399
C 0.82 0.53 -0.56 -0.2368
C -0.15 1.30 0.21 -0.0982
C -1.10 0.65 1.01 -0.1792
C -2.12 1.33 1.80 -0.1329
C -2.44 2.66 2.00 -0.0173
C -3.48 3.00 2.87 -0.0648
C -4.21 2.00 3.53 -0.0757
C -3.92 0.64 3.33 -0.0094
C -2.87 0.33 2.47 -0.1603
N -2.35 -0.91 2.10 -0.0792
C -2.83 -2.19 2.58 -0.0067
C -1.29 -0.74 1.25 0.0465
C 2.19 0.90 -0.59 -0.0086
C 3.12 0.13 -1.27 0.0069
H 3.54 -0.64 -4.38 0.0918
H 5.14 -1.38 -4.10 0.0812
H 3.80 -2.38 -4.70 0.0811
H 3.87 -3.16 -1.09 0.0882
H 3.99 -3.90 -2.71 0.0797
H 5.34 -2.94 -2.08 0.0815
H 1.04 -2.25 -2.57 0.1220
H -0.62 -0.90 -1.32 0.1166
H 0.10 2.33 0.46 0.1020
H -1.88 3.40 1.42 0.0973
H -3.73 4.06 3.03 0.1075
H -5.01 2.30 4.20 0.1016
H -4.48 -0.16 3.81 0.1008
H -3.67 -2.01 3.26 0.0790
H -3.17 -2.83 1.76 0.0999
H -2.05 -2.74 3.12 0.0997
H -0.71 -1.57 0.86 0.1384
H 2.51 1.78 -0.04 0.1218
H 4.19 0.38 -1.26 0.1221
```

---

Record 4
C10H24O3PS | ωB97M-V/def2-TZVPD

Summary:
orbital gap: 0.336 Ha
E_LUMO: -2.91 eV
largest force on an atom: 1.01 eV/A
calculated total energy: -37018.0291 eV
net charge: +1
molecular weight: 255.3 g/mol

```
39
Properties=species:S:1:pos:R:3:lowdin_charge:R:1
C 4.96 -0.84 1.11 -0.1073
C 3.68 -0.31 1.73 -0.2573
C 2.96 0.72 0.83 -0.2329
C 2.30 1.83 1.65 -0.2457
C 1.03 2.43 1.03 -0.3160
P -0.27 1.19 0.83 1.1485
C -1.69 1.40 1.97 -0.3073
O -1.98 0.22 2.69 -0.0459
C -2.34 -0.92 1.98 -0.5204
C -2.99 -0.76 0.64 0.0106
O -2.14 -1.98 2.50 0.1578
H 5.67 -0.04 0.93 0.0777
H 5.44 -1.55 1.79 0.0762
H 4.76 -1.39 0.18 0.0780
H 3.94 0.19 2.66 0.1069
H 3.00 -1.14 1.95 0.1088
H 2.23 0.17 0.23 0.0847
H 3.68 1.13 0.12 0.1171
H 2.04 1.44 2.64 0.1130
H 3.02 2.64 1.79 0.1263
H 1.23 2.84 0.03 0.1033
H 0.62 3.24 1.64 0.0983
H -0.77 1.19 -0.48 0.0336
H 0.24 -0.09 1.08 0.0674
H -2.56 1.79 1.44 0.1078
H -1.40 2.15 2.70 0.1154
H -3.58 0.15 0.53 0.0895
H -3.62 -1.63 0.48 0.1039
H -2.24 -0.77 -0.16 0.0602
C -2.36 -2.60 -3.24 -0.2608
S -1.52 -1.09 -3.74 0.8341
O -1.13 -0.38 -2.48 -0.6069
C -2.98 -0.25 -4.37 -0.2626
H -1.62 -3.25 -2.78 0.0555
H -3.15 -2.36 -2.53 0.0527
H -2.77 -3.08 -4.12 0.0619
H -3.73 -0.17 -3.58 0.0581
H -3.37 -0.80 -5.22 0.0618
H -2.67 0.75 -4.69 0.0539
```